Record 1
DFT (ωB97M-V with the def2-TZVPD basis set) results for C41H37CeN11O4S4 as an isolated structure at a distorted geometry.

CARTESIAN COORDINATES (ANGSTROEM)
Ce 0.304 0.502 0.273
C 2.696 3.198 -2.754
C 2.228 2.773 -3.986
C 1.575 1.554 -4.073
C 1.410 0.795 -2.915
N 1.801 1.245 -1.717
C 2.437 2.406 -1.645
C 0.907 -0.599 -2.950
C 1.179 -1.394 -4.070
C 0.782 -2.718 -4.059
C 0.153 -3.218 -2.932
C -0.050 -2.376 -1.835
N 0.306 -1.086 -1.862
C -0.610 -2.893 -0.566
C -1.089 -4.197 -0.446
C -1.574 -4.639 0.773
C -1.545 -3.776 1.854
C -1.062 -2.489 1.658
N -0.635 -2.042 0.476
H 3.219 4.135 -2.655
H 2.382 3.374 -4.869
H 1.192 1.207 -5.020
H 2.770 2.706 -0.656
H 1.729 -0.990 -4.905
H 0.978 -3.361 -4.904
H -0.127 -4.257 -2.907
H -1.094 -4.868 -1.286
H -1.959 -5.643 0.865
H -1.882 -4.074 2.833
H -1.050 -1.776 2.478
N -5.651 6.396 -1.547
C -4.675 5.482 -1.290
C -4.878 4.122 -1.561
C -3.869 3.207 -1.345
C -2.652 3.636 -0.853
C -2.427 4.976 -0.576
C -3.431 5.891 -0.792
S -1.282 2.540 -0.651
O -1.683 1.146 -0.913
O -0.227 2.963 -1.552
N -0.708 2.491 0.825
C 0.274 3.272 1.303
N 0.142 4.594 1.423
C 1.057 5.231 2.129
C 2.142 4.586 2.708
C 2.278 3.237 2.413
N 1.373 2.577 1.705
H -6.590 6.072 -1.689
H -5.549 7.330 -1.188
H -5.833 3.800 -1.948
H -4.009 2.158 -1.551
H -1.467 5.270 -0.184
H -3.267 6.934 -0.574
H 0.896 6.296 2.236
H 2.854 5.111 3.322
H 3.133 2.661 2.753
O 2.593 -2.856 -0.889
C 3.503 -3.027 0.122
C 4.578 -3.892 -0.027
C 5.462 -4.094 1.019
C 5.254 -3.469 2.236
C 4.193 -2.593 2.383
C 3.323 -2.346 1.330
C 2.313 -1.262 1.417
O 2.227 -0.455 0.432
N 1.654 -1.180 2.538
N 0.700 -0.164 2.646
C 0.732 0.355 3.822
S -0.459 1.475 4.415
C 0.564 2.029 5.838
C 1.387 0.867 6.350
S 2.009 -0.121 4.930
H 2.926 -3.319 -1.669
H 4.720 -4.407 -0.969
H 6.309 -4.746 0.878
H 5.920 -3.659 3.064
H 4.026 -2.068 3.310
H -0.129 2.389 6.597
H 1.183 2.859 5.498
H 0.784 0.212 6.976
H 2.256 1.205 6.914
C -4.062 -2.430 -1.986
C -4.417 -1.302 -1.076
C -5.592 -0.604 -1.141
C -5.779 0.474 -0.234
N -4.900 0.774 0.681
C -3.762 0.080 0.781
S -2.647 0.353 1.973
N -3.528 -0.948 -0.125
C -7.000 1.318 -0.337
H -4.795 -2.512 -2.784
H -4.038 -3.374 -1.441
H -3.076 -2.264 -2.418
H -6.344 -0.835 -1.875
H -2.600 -1.364 -0.086
H -7.096 1.695 -1.353
H -6.949 2.143 0.364
H -7.882 0.714 -0.129

Atoms 1-2, force components in eV/Å:
Ce 0.9 -2.5 0.8
C -0.1 -0.2 0.0

Summary:
E: -123959.44320 eV
charge: +2

***

Record 2
DFT (ωB97M-V with the def2-TZVPD basis set) results for one molecule with the formula C7H7N at a distorted geometry.

CARTESIAN COORDINATES (ANGSTROEM)
C -1.316 -1.092 -0.072
C -2.084 -0.005 -0.201
C -1.256 1.157 -0.082
C 1.273 1.184 0.045
C 2.106 0.033 -0.212
C 1.365 -1.124 -0.182
C 0.054 -0.721 0.245
H -1.787 -2.088 0.003
H -3.174 0.138 -0.515
H -1.634 2.273 0.039
H 1.526 2.258 -0.193
H 3.156 0.156 -0.392
H 1.705 -2.095 -0.059
H 0.039 -0.831 1.366
N 0.026 0.758 0.209

Atoms 1-2, force components in eV/Å:
C -2.0 -2.4 -0.3
C -1.1 2.1 -0.9

Summary:
E: -8858.90551 eV

***

Record 3
DFT (ωB97M-V with the def2-TZVPD basis set) results for C33H24BCl2F3O2S as an isolated structure at a distorted geometry.

CARTESIAN COORDINATES (ANGSTROEM)
Cl -6.516 1.092 0.283
C -5.065 0.486 0.958
C -5.003 -0.845 1.395
C -3.820 -1.336 1.933
C -2.696 -0.513 2.113
C -1.506 -1.066 2.842
C -0.242 -0.440 2.465
C 0.686 -1.022 1.660
C 1.949 -0.411 1.250
C 3.027 -1.210 0.793
C 4.263 -0.655 0.473
C 4.432 0.739 0.561
Cl 5.949 1.434 0.177
C 3.371 1.559 0.968
C 2.142 0.985 1.313
C -2.752 0.796 1.611
C -3.936 1.307 1.065
H -5.887 -1.473 1.315
H -3.772 -2.363 2.288
H -1.507 -2.136 2.675
H -0.072 0.581 2.812
H 0.527 -2.053 1.337
H 2.883 -2.292 0.707
H 5.098 -1.277 0.158
H 3.513 2.635 1.015
H 1.310 1.619 1.610
H -1.888 1.458 1.689
H -4.004 2.338 0.719
C -1.741 -4.537 9.768
C -1.617 -3.489 8.724
C -1.346 -2.146 8.867
C -1.294 -1.426 7.612
C -1.582 -2.198 6.508
B -1.415 -1.838 4.819
C -2.753 -0.912 4.959
C -3.994 -1.506 5.120
C -5.144 -0.714 5.089
C -5.015 0.657 4.923
C -6.234 1.509 4.727
F -6.626 2.164 5.859
F -6.015 2.471 3.773
F -7.309 0.779 4.296
C -3.765 1.266 4.938
C -2.623 0.473 4.995
O -0.032 -1.326 4.946
C 0.742 -2.371 4.582
C -0.040 -3.489 4.171
C 0.517 -4.523 3.430
C 1.870 -4.423 3.130
C 2.645 -3.346 3.572
C 2.100 -2.312 4.325
O -1.371 -3.251 4.316
S -1.809 -3.842 7.020
H -1.595 -4.091 10.755
H -2.734 -5.002 9.738
H -0.992 -5.326 9.628
H -1.189 -1.700 9.846
H -1.096 -0.367 7.575
H -4.078 -2.582 5.276
H -6.125 -1.169 5.152
H -3.679 2.347 4.868
H -1.634 0.938 5.001
H -0.125 -5.337 3.099
H 2.336 -5.205 2.525
H 3.706 -3.303 3.312
H 2.663 -1.438 4.655

Atoms 1-2, force components in eV/Å:
Cl -0.2 0.1 0.0
C 0.9 -0.6 0.5

Summary:
E: -83412.36536 eV

***

Record 4
DFT (ωB97M-V with the def2-TZVPD basis set) results for a 4-piece molecular cluster, C14H20O6 overall at a distorted geometry.

CARTESIAN COORDINATES (ANGSTROEM)
C -0.775 -2.770 -1.216
O -1.945 -2.464 -0.413
H -0.611 -3.626 -1.622
H 0.002 -2.670 -0.624
H -0.776 -2.195 -2.125
H -2.533 -3.165 -0.596
C 2.714 -2.920 0.566
O 3.763 -3.972 0.553
H 2.435 -2.602 -0.484
H 3.060 -2.096 1.175
H 1.979 -3.485 1.162
H 3.418 -4.666 1.051
C -2.181 2.227 1.843
C -3.034 2.800 2.852
C -4.254 2.076 3.170
C -4.649 0.924 2.444
C -3.683 0.350 1.588
C -2.440 0.929 1.218
O -1.487 0.315 0.476
O -5.100 2.638 4.060
H -1.305 2.756 1.669
H -2.641 3.621 3.313
H -5.603 0.371 2.464
H -3.845 -0.571 1.206
H -1.832 -0.582 0.093
H -5.835 2.524 4.309
C 1.589 0.414 -1.572
C 2.619 -0.243 -2.256
C 3.718 0.542 -2.723
C 3.739 1.920 -2.389
C 2.607 2.510 -1.807
C 1.603 1.774 -1.300
O 0.644 2.367 -0.565
O 4.755 0.080 -3.381
H 0.717 -0.189 -1.154
H 2.557 -1.375 -2.391
H 4.560 2.473 -2.861
H 2.722 3.640 -1.587
H 0.040 1.707 -0.183
H 5.282 0.624 -3.954

Atoms 1-2, force components in eV/Å:
C -3.8 5.0 -0.2
O 1.5 0.0 -0.6

Summary:
E: -27121.57484 eV
SMILES: Oc1ccc(O)cc1.Oc1ccc(O)cc1.CO.CO

***

Here are the calculated energy above the lowest of the compared OMol25 structures with the same formula, charge and spin numbers, same order: 174.09 262.33 0.00 715.01 (kJ/mol).